# C16H48O15

A cluster of 8 separate species, C16H48O15 in total at a distorted geometry (ωB97M-V/def2-TZVPD, the Open Molecules 2025 dataset).

Geometry as ORCA input:
```
! RIJCOSX wB97M-V def2-TZVPD def2/J DEFGRID3
* xyz 0 1
H -6.5153 -1.5153 1.8839
H -0.5313 5.0253 -1.9373
H -3.1679 4.3785 -0.5913
H -3.0682 4.3151 4.0314
O -5.7264 -3.0377 0.8079
O 5.7896 -1.5498 -0.1491
H -3.1875 4.2672 -3.4158
H 1.3766 -0.2662 2.5174
H 2.5958 2.7927 5.5417
O 3.7237 0.3247 6.0331
C -2.5300 4.2704 -2.5464
H 4.7460 1.6711 7.3316
H 5.3801 -2.8844 1.4464
H 3.6946 -0.1886 6.8439
H -6.5439 -4.1314 3.1933
H 4.9544 1.9485 5.7629
H -2.7300 -4.1324 -3.8425
O -2.4857 -4.8712 -5.8181
O -3.1875 7.4985 3.4119
C -4.1382 -3.2998 -5.1212
H 2.1944 -2.8600 -6.9071
C -2.0038 6.9753 4.0360
H 7.0820 -2.1089 1.2285
H -1.1382 7.6062 3.8341
C -0.1137 -1.4723 0.4990
C -2.7554 -3.8352 -4.8909
H 5.6036 -2.3746 -5.3660
H -7.7112 -3.4497 4.6624
H -3.7649 -1.9991 -6.3898
H -0.8072 4.8137 -3.6291
O -3.3259 4.7977 -1.4404
H -4.9209 -4.0495 -5.0052
H -5.8596 -3.9881 0.7809
C -1.2772 5.1809 -2.7168
H 4.0673 -2.6324 -4.4981
O 1.3925 -0.0215 1.5893
O -4.2620 -2.8203 -6.3831
H -0.1125 0.7667 0.3410
H -7.9678 -3.5206 2.2474
C 6.6521 -3.7424 0.0611
H 7.6083 -3.0218 -1.4599
O -7.5489 -2.6851 4.1050
H -2.0084 -3.0773 -5.1269
H 6.9108 -4.6098 0.6684
H 0.7083 -1.6854 -0.1843
H 5.8315 -4.0636 -0.5804
H -2.1779 3.2702 -2.2938
H -1.2260 5.7819 2.3835
C 4.1234 -2.5551 -6.7996
C 4.1516 1.6133 6.4197
O -2.7653 4.6656 3.1906
O 2.9780 -3.2986 -7.2468
H -4.3837 -2.5212 -4.3990
H 3.8960 -1.4941 -6.9024
H -3.3684 8.3902 3.7182
H -0.8464 5.1476 3.8509
H 4.9859 -1.1249 0.1595
H -3.2819 -5.3537 -6.0522
C -6.0554 -2.4823 2.0879
H -1.0171 -1.6520 -0.0838
C 4.6668 -2.9318 -5.3578
O 3.2727 3.7317 7.2474
H 2.1575 2.2516 7.2262
H 3.1581 3.5911 8.1901
H -0.0480 -2.2782 1.2300
H -5.2844 -2.2875 2.8334
C -1.7026 5.5943 3.3456
H -0.6433 0.0882 1.8851
H -1.9668 6.7765 5.1071
O 7.8280 -3.5763 -0.7077
O -1.4085 6.5598 -3.0213
C -7.1029 -3.2584 2.8566
H 4.0116 -4.7801 -5.3713
C 2.9507 2.5625 6.5463
C 0.0557 -0.0368 1.0582
H 4.9246 -2.7429 -7.5144
O 4.8658 -4.3421 -5.3672
H -1.8521 6.4951 -3.8702
C 6.1818 -2.5417 0.7922
*
```

Relative energy (zero: lowest compared OMol25 entry of this formula, charge and spin), kJ/mol: 357.3
Energy, eV: -48075.36708
Structure (SMILES): OCCO.OCCO.OCCO.OCCO.OCCO.OCCO.OCCO.CCO
LUMO, eV: 0.12